78
Properties=species:S:1:pos:R:3:forces:R:3 method="wB97M-V/def2-TZVPD" largest_force_ev_per_a=1.96 spin_multiplicity=1 homo_ev="-3.99 / -3.99" total_charge=-1 lumo_ev="1.2080 / 1.2134" de_lowest_kj_mol=143.3 total_energy_ha=-4235.6967
Te 1.225 4.134 3.982 0.080 -0.166 0.119
Rh -0.209 0.392 0.965 -1.596 -0.712 -0.492
Cl 1.136 0.070 -3.560 -0.003 0.139 0.218
Cl -2.296 -3.695 -5.421 -0.009 0.029 0.067
Cl 1.595 -0.624 0.011 0.405 -0.438 -0.635
S -0.782 2.243 -0.402 0.777 -0.010 -0.148
P 2.002 2.173 2.881 0.381 1.770 0.762
O 1.968 2.405 1.300 -0.205 -0.052 -0.510
O 3.589 2.086 3.176 0.156 -0.653 0.032
O -1.507 -0.802 -0.513 1.351 1.076 0.885
O 1.327 0.879 3.166 -0.767 -0.743 -0.953
O -2.777 -1.797 1.064 0.322 0.213 -0.638
N -0.945 -2.046 -3.247 -0.244 -0.061 0.273
N -0.526 -1.073 2.374 0.700 -0.138 0.176
N -1.424 1.366 2.210 -0.501 -0.238 0.112
N -1.715 2.677 2.094 -0.296 0.265 -0.240
N -1.539 4.527 0.809 -0.423 -0.224 -0.391
C 0.169 -1.151 -7.215 0.005 0.009 -0.039
C 3.859 3.257 0.051 -0.104 -0.179 0.033
C -1.734 0.751 3.300 -0.086 0.471 0.111
C -1.442 -1.413 4.527 -0.210 0.271 0.042
C -0.673 -5.836 -1.458 -0.071 -0.026 0.045
C -1.388 3.184 0.928 0.148 -0.174 0.160
C 0.377 -0.772 -4.856 -0.032 -0.170 0.023
C -2.324 -1.690 -0.080 -0.910 -0.430 1.028
C -0.969 -2.711 4.529 0.091 -0.108 0.002
C -1.750 -3.662 -1.614 0.065 0.004 -0.005
C -0.295 -3.186 3.418 -0.164 0.009 0.086
C 0.720 -0.451 -6.157 0.062 0.063 -0.070
C -0.734 -2.169 -6.961 0.049 -0.013 0.024
C -1.585 5.196 -0.481 -0.079 -0.054 0.096
C -1.620 -4.917 -1.028 0.058 -0.037 0.065
C 4.213 0.831 2.815 0.077 0.230 0.030
C 0.163 -5.504 -2.511 0.016 0.011 -0.043
C -0.543 -1.789 -4.548 -0.090 0.049 -0.235
C 5.680 0.923 3.168 -0.057 0.086 -0.024
C 0.056 -4.259 -3.107 0.000 0.060 0.021
C -1.228 -0.607 3.416 -0.049 -0.503 0.156
C -0.093 -2.322 2.358 0.199 -0.078 -0.173
C -1.085 -2.471 -5.656 -0.022 0.080 0.170
C -2.820 -2.726 -1.121 0.272 0.437 -0.039
C 2.510 3.575 0.670 0.176 -0.042 0.040
C -2.511 1.414 4.389 0.133 -0.136 0.141
C -2.955 5.130 -1.151 0.069 -0.031 0.049
C -0.884 -3.329 -2.664 0.157 -0.141 -0.006
H -3.589 -3.292 -0.603 -0.058 -0.006 -0.087
H -0.847 4.715 -1.119 0.101 0.083 0.000
H -2.900 2.358 4.027 -0.006 0.024 0.021
H 5.806 1.106 4.237 0.004 -0.025 -0.030
H -1.122 -3.352 5.389 -0.038 0.050 -0.006
H -1.979 -1.005 5.373 0.020 -0.075 -0.021
H -3.262 -2.185 -1.962 0.031 -0.019 -0.023
H 3.725 0.020 3.354 -0.054 -0.018 0.055
H -0.594 -6.803 -0.976 -0.012 0.033 -0.015
H 4.171 4.073 -0.604 0.030 0.001 0.031
H 0.913 -6.205 -2.859 -0.028 0.023 -0.014
H 6.179 -0.012 2.904 0.039 0.019 0.021
H 2.593 4.388 1.397 -0.106 -0.085 0.015
H 6.154 1.742 2.624 0.005 -0.050 0.015
H -2.287 -5.179 -0.213 0.002 0.036 -0.021
H 4.075 0.641 1.748 -0.044 0.039 -0.036
H 4.614 3.111 0.826 -0.024 0.018 -0.044
H -1.191 -2.721 -7.770 -0.010 -0.019 0.035
H 1.438 0.340 -6.327 -0.031 -0.015 0.029
H 0.722 -3.985 -3.917 0.004 0.008 0.010
H -3.252 4.088 -1.283 -0.016 0.041 -0.018
H -1.864 1.615 5.249 -0.010 0.001 -0.063
H 1.792 3.869 -0.094 -0.097 -0.054 -0.030
H -2.122 4.910 1.539 0.203 0.096 0.136
H -1.285 6.234 -0.329 0.052 -0.009 -0.006
H -3.335 0.774 4.715 0.031 -0.015 -0.018
H -0.886 -1.300 -2.554 0.086 0.039 -0.227
H -2.915 5.607 -2.133 -0.050 -0.008 0.039
H 0.437 -0.904 -8.235 0.002 -0.008 0.042
H 0.441 -2.631 1.467 0.052 0.112 -0.020
H 3.779 2.340 -0.538 0.042 0.055 -0.036
H -3.712 5.637 -0.547 0.012 -0.023 -0.043
H 0.063 -4.205 3.364 0.036 0.036 -0.016